C4H8O2S | ωB97M-V/def2-TZVPD

The energy relative to the best compared isomer or geometry (same formula, charge and spin) comes out at 3.005 eV. The SMILES is CC1OCSCO1. The calculation puts the largest force on an atom at 0.0895 Eh/bohr.

The geometry in ORCA input format:
```
! RIJCOSX wB97M-V def2-TZVPD def2/J DEFGRID3
* xyz 0 1
C -0.8558 0.9740 -1.6701
C -0.5588 0.1922 -0.4767
C 1.1995 -1.1129 0.1748
C -0.0254 0.1054 1.8499
H -1.0748 0.3247 -2.4817
H 0.1802 1.6248 -2.0998
H -1.7178 1.6134 -1.2545
H -1.1528 -0.6525 -0.3533
H 2.1543 -1.5483 -0.2318
H 0.5412 -1.8798 0.3648
H -0.1055 0.9057 2.6029
H -0.4886 -0.9216 1.9985
O 0.6856 -0.2706 -0.8183
O -0.4493 0.8925 0.6595
S 1.6680 -0.2470 1.7358
*
```